C4H6O2 | the ωB97M-V functional and the def2-TZVPD basis

Structure (XYZ):
```
12
Properties=species:S:1:pos:R:3:forces:R:3
C 1.896241 0.594720 0.000649 -1.9621 -0.2834 -0.8209
O 2.134720 -0.305776 0.995526 -2.6087 -1.0491 0.1419
C 0.714261 -0.430658 0.106057 1.8766 0.1764 1.1172
C -0.870760 -0.544472 0.394223 0.9152 0.2048 -0.0488
C -1.871589 0.357097 -0.216834 0.1608 0.3146 0.0699
O -1.382919 -0.766241 -0.924486 0.1183 -0.0728 0.0104
H 1.756488 1.622736 0.364679 -0.3120 -0.2216 -0.2841
H 2.530461 0.552721 -0.897977 -0.2243 -0.1234 0.2521
H 0.833029 -1.405095 -0.363180 0.7406 0.5242 -0.4546
H -1.269751 -1.292503 1.105576 0.8519 0.4966 -0.1883
H -1.523612 1.329258 -0.553050 -0.0358 -0.0552 -0.1714
H -2.946568 0.288210 -0.011186 0.4796 0.0889 0.3766
```
Positions in Å, forces in eV/Å.

Its total energy is -306.3322 Ha. As for the total charge: 0. For the lowest unoccupied orbital energy, the calculation gives 0.037 Eh. As for the spin multiplicity: 1. Its orbital gap is 11.198 eV. Its energy above the lowest of the compared OMol25 structures with the same formula, charge and spin is 456.98 kJ/mol.

These are the Mulliken partial charges, in e, on atoms 1 to 6: -0.09, -0.43, -0.23, 0.02, -0.35, -0.38

C7H15N3Si | the ωB97M-V functional and the def2-TZVPD basis

Structure (XYZ):
```
26
Properties=species:S:1:pos:R:3:forces:R:3
C 2.263892 -1.891089 -1.783497 0.2552 1.0084 -1.2443
C 1.889019 -2.874839 -0.761019 0.9278 0.7290 0.7690
C -3.618403 -0.492608 0.640162 -0.4206 0.4407 1.7322
C -3.633407 0.897752 0.098481 -1.6494 -0.7287 -0.2274
C 0.565773 2.565214 -0.925173 1.5408 -0.1845 -1.1148
C 1.637832 2.519933 0.155863 -2.3960 0.7970 0.1427
C 0.617481 -0.520356 1.976791 2.1336 -1.0593 -0.3342
N 1.863790 -1.433860 -0.460102 -0.0678 0.0151 -0.2044
N -2.492827 0.371196 0.792029 1.2261 0.9119 0.1666
N 1.209381 1.309482 -0.513565 0.5891 1.1648 0.0028
Si 0.770255 -0.175638 0.160773 -1.1747 -2.5828 -1.2444
H 3.319387 -1.652152 -2.139284 -1.4212 -0.5761 0.7071
H 1.487739 -1.817661 -2.589310 0.8460 0.2284 0.5803
H 0.990995 -3.386600 -0.923735 -1.5858 -0.4262 -0.2178
H 2.578982 -3.534594 -0.252441 0.5150 0.4163 0.1582
H -4.048112 -0.624482 1.674742 0.0635 -0.5287 -1.4003
H -3.528187 -1.295344 -0.066583 -0.1807 -0.5233 0.1058
H -3.618182 0.828898 -0.977609 0.2568 0.6006 -0.3384
H -4.387595 1.608068 0.507058 1.1878 -0.1949 -0.0618
H -0.488478 2.757793 -0.686920 0.5346 -0.1914 0.0711
H 0.934263 2.940468 -1.945778 -0.8268 -0.6709 1.5429
H 2.585240 2.984027 -0.023156 0.5609 -0.1754 -0.1764
H 1.162531 2.740524 1.123795 0.6713 -0.2850 -0.0900
H 0.296239 -1.551392 2.243565 0.1093 0.6677 -0.5717
H 1.705788 -0.448748 2.291017 -1.2718 0.2736 0.3762
H -0.063395 0.176015 2.383898 -0.4230 0.8737 0.8707
```
Positions in Å, forces in eV/Å.

Its total energy is -729.2484 Ha. As for the total charge: 0. For the lowest unoccupied orbital energy (spin up / spin down), the calculation gives 0.013 / -0.010 Eh. As for the spin multiplicity: 1. Its orbital gap (spin up / spin down) is 9.480 / 5.535 eV. Its energy above the lowest of the compared OMol25 structures with the same formula, charge and spin is 496.39 kJ/mol.

These are the Mulliken partial charges, in e, on atoms 1 to 6: -0.33, -0.43, -0.36, -0.46, -0.31, -0.51